a:
A structure of composition CH2N3, computed with ωB97M-V/def2-TZVPD.

Computed properties:
**M**: 56.0 g/mol
**Orbital gap**: 0.498 Ha
**Charge**: +1
**HOMO energy**: -19.12 eV

Geometry (Å):
C 0.511 0.387 0.000
N -1.399 -0.081 -0.010
N -2.492 -0.020 0.007
N 1.384 -0.382 0.004
H 0.297 1.437 0.003
H 1.699 -1.340 -0.003

b:
A cluster of 2 separate species, CH2N3 in total, computed with ωB97M-V/def2-TZVPD.

Computed properties:
**M**: 56.0 g/mol
**Orbital gap**: 0.538 Ha
**Charge**: +1
**HOMO energy**: -19.78 eV

Geometry (Å):
C 0.746 -0.034 0.012
N -2.020 -0.053 -0.009
N -3.110 0.053 0.004
N 1.881 0.034 -0.009
H -0.387 -0.082 0.005
H 2.890 0.083 -0.005

What should be chosen as the most stable of them? Choose b.

a:
A cluster of 2 separate species, C2H8N2O in total, computed with ωB97M-V/def2-TZVPD.

Computed properties:
**M**: 76.1 g/mol
**Orbital gap**: 0.331 Ha
**Charge**: 0
**SMILES string**: N/C=C/N.O
**HOMO energy**: -8.05 eV

Geometry (Å):
N -1.490 -2.194 0.031
C -0.426 -1.280 -0.308
C 0.285 -0.626 0.594
N 1.205 0.428 0.341
H -1.828 -2.641 -0.806
H -1.165 -2.930 0.649
H -0.307 -1.267 -1.387
H 0.121 -0.777 1.654
H 1.498 0.475 -0.636
H 2.054 0.308 0.869
O 0.321 3.157 -0.486
H -0.541 2.954 -0.844
H 0.547 2.377 0.073

b:
A cluster of 2 separate species, C2H8N2O in total, computed with ωB97M-V/def2-TZVPD.

Computed properties:
**M**: 76.1 g/mol
**Orbital gap**: 0.364 Ha
**Charge**: 0
**SMILES string**: [H]/N=C/NC.O
**HOMO energy**: -9.11 eV

Geometry (Å):
H 1.154 0.266 1.231
N 0.964 0.629 0.304
C -0.288 0.616 0.076
N -0.781 0.892 -1.168
C -1.931 0.155 -1.675
H -1.018 0.347 0.833
H -0.028 1.050 -1.823
H -1.566 -0.748 -2.177
H -2.448 0.735 -2.435
H -2.636 -0.037 -0.876
O 3.117 -1.519 2.768
H 2.290 -1.139 3.096
H 3.171 -1.248 1.846

What should be chosen as the most stable of them? Choose b.

a:
A cluster of 2 separate species, C2H8N2O in total, computed with ωB97M-V/def2-TZVPD.

Computed properties:
**M**: 76.1 g/mol
**Orbital gap (spin up / spin down)**: 0.304 / 0.304 Ha
**Charge**: 0
**HOMO energy (spin up / spin down)**: -7.59 / -7.58 eV

Geometry (Å):
C -0.557 -0.773 0.799
C -0.438 -0.786 -0.678
N 1.567 0.954 -0.433
N -1.302 0.488 0.747
O 1.546 -0.361 -0.949
H 1.833 1.578 -1.197
H 2.301 0.991 0.276
H -2.308 0.473 0.885
H -0.687 1.281 0.571
H -1.174 -1.570 1.215
H 0.394 -0.684 1.317
H -0.225 0.018 -1.379
H -0.950 -1.607 -1.173

b:
A cluster of 2 separate species, C2H8N2O in total, computed with ωB97M-V/def2-TZVPD.

Computed properties:
**M**: 76.1 g/mol
**Orbital gap**: 0.324 Ha
**Charge**: 0
**SMILES string**: N/C=C/N.O
**HOMO energy**: -8.30 eV

Geometry (Å):
N 0.886 2.563 -0.152
C 0.275 1.369 -0.731
C 0.755 0.115 -0.865
N 0.319 -1.081 -0.159
H 1.764 2.757 -0.652
H 1.346 2.130 0.650
H -0.811 1.451 -0.773
H 1.598 -0.085 -1.524
H 1.151 -1.661 -0.173
H -0.381 -1.577 -0.715
O -2.686 -1.868 1.623
H -1.871 -1.353 1.714
H -2.343 -2.761 1.757

c:
A cluster of 2 separate species, C2H8N2O in total, computed with ωB97M-V/def2-TZVPD.

Computed properties:
**M**: 76.1 g/mol
**Orbital gap**: 0.381 Ha
**Charge**: 0
**SMILES string**: [H]/N=C/N.CO
**HOMO energy**: -9.30 eV

Geometry (Å):
H -4.098 -2.192 -3.132
N -3.166 -2.089 -2.738
C -3.074 -2.890 -1.757
N -1.844 -3.284 -1.257
H -3.845 -3.539 -1.332
H -1.027 -2.787 -1.566
H -1.800 -4.276 -1.114
C 3.040 3.870 2.157
O 4.227 3.586 2.871
H 3.311 3.848 1.104
H 2.714 4.884 2.397
H 2.198 3.192 2.302
H 4.035 3.384 3.791

What should be chosen as the most stable of them? Choose c.

a:
A cluster of 2 separate species, C6H15N2 in total, computed with ωB97M-V/def2-TZVPD.

Computed properties:
**M**: 115.2 g/mol
**Orbital gap**: 0.373 Ha
**Charge**: +1
**HOMO energy**: -13.90 eV

Geometry (Å):
C -0.021 0.633 1.237
C -1.635 -1.152 2.330
C -1.788 -0.443 -0.106
C 2.635 -0.002 -2.720
C -0.829 -0.622 1.063
C 1.405 0.146 -1.833
N -0.506 1.843 1.134
N 1.489 0.395 -0.636
H -2.473 -0.355 2.558
H -2.097 -2.084 1.864
H -0.823 -1.380 3.159
H -2.928 -0.148 0.165
H -1.860 -1.342 -0.722
H -1.562 0.427 -0.820
H 3.287 -0.756 -2.411
H 3.166 0.900 -2.793
H 2.269 -0.336 -3.661
H -0.181 -1.453 0.917
H 0.457 -0.114 -2.194
H -1.226 1.977 0.434
H 0.005 2.627 1.549
H 2.407 0.743 -0.284
H 0.810 0.496 1.770

b:
The ion C6H15N2 with charge +1, computed with ωB97M-V/def2-TZVPD.

Computed properties:
**M**: 115.2 g/mol
**Orbital gap**: 0.358 Ha
**Charge**: +1
**SMILES string**: CCCCCNC=[NH2+]
**HOMO energy**: -14.34 eV

Geometry (Å):
C -2.321 -1.468 1.382
C -0.916 -0.795 1.528
C 0.197 -1.531 0.794
C 0.129 -1.243 -0.743
C -0.553 0.048 -1.189
N 0.365 1.179 -1.314
C 1.033 1.539 -0.224
N 2.101 2.452 -0.357
H -2.277 -2.450 1.863
H -2.580 -1.473 0.309
H -3.093 -0.906 1.827
H -0.542 -0.609 2.631
H -0.799 0.136 0.879
H 1.264 -1.310 1.133
H 0.109 -2.583 0.943
H -0.422 -2.028 -1.050
H 1.119 -1.449 -1.115
H -0.882 -0.284 -2.221
H -1.323 0.286 -0.405
H 0.694 1.353 -2.312
H 1.062 1.040 0.768
H 1.933 3.202 -0.974
H 3.064 2.356 0.126

What should be chosen as the most stable of them? Choose a.